w:
Density functional theory data (ωB97M-V with the def2-TZVPD basis set) for a cluster of 2 separate species, C6H13N in total.

Values from the calculation:
M (g/mol): 99.177
LUMO energy (eV): 1.19
Structure (SMILES): C=NCCC.C=C
E_HOMO (Eh): -0.3434
Frontier orbital gap (eV): 10.540

Structure (ORCA input):
```
! wB97M-V def2-TZVPD RIJCOSX def2/J DEFGRID3
* xyz 0 1
C -0.30482 2.25833 1.84766
C -0.22175 1.21025 0.74054
C -0.73450 -0.14290 1.23064
N -0.81617 -1.11341 0.15799
C -0.34732 -2.26611 0.37026
C 1.67750 -1.13875 -1.90313
C 0.62207 -0.75560 -2.60146
H 0.30319 1.96797 2.71284
H -1.33881 2.37176 2.19483
H 0.04339 3.23910 1.50826
H -0.81898 1.52023 -0.12593
H 0.81408 1.11062 0.38785
H -1.75332 -0.00439 1.61645
H -0.10968 -0.50062 2.06927
H -0.38422 -3.01516 -0.42269
H 0.12084 -2.56618 1.32059
H 1.97218 -0.68717 -0.95777
H 2.35803 -1.55604 -2.60785
H 0.37846 -1.30687 -3.50729
H 0.04859 0.11761 -2.35853
*
```

***

x:
Density functional theory data (ωB97M-V with the def2-TZVPD basis set) for a cluster of 2 separate species, C6H13N in total.

Values from the calculation:
M (g/mol): 99.177
LUMO energy (eV): -0.05
E_HOMO (Eh): -0.3178
Frontier orbital gap (eV): 8.603

Structure (ORCA input):
```
! wB97M-V def2-TZVPD RIJCOSX def2/J DEFGRID3
* xyz 0 1
C -2.57458 2.42724 0.28243
C 0.55173 1.43759 -0.68550
C 0.12856 0.18775 -1.41554
N 1.03993 -0.65766 -0.64591
C 0.99322 -2.09912 -0.87264
C 0.46793 -1.49692 0.38351
C 1.18425 -1.57019 1.70566
H -3.29679 1.61972 0.13109
H -2.40252 2.93777 -0.66999
H -2.98430 3.14585 0.99688
H 1.24939 1.98194 -1.35998
H -1.62317 2.02808 0.65428
H 0.37880 0.09582 -2.48084
H -0.93033 -0.06951 -1.26055
H 1.94885 -2.62066 -0.88081
H 0.26341 -2.47361 -1.59207
H -0.62188 -1.46523 0.45283
H 0.91380 -2.48010 2.25334
H 2.26796 -1.55647 1.55714
H 0.91247 -0.70327 2.31674
*
```

***

y:
Density functional theory data (ωB97M-V with the def2-TZVPD basis set) for a cluster of 2 separate species, C6H13N in total.

Values from the calculation:
M (g/mol): 99.177
LUMO energy (spin up / spin down) (eV): 1.13 / 1.13
E_HOMO (spin up / spin down) (Eh): -0.2625 / -0.2625
Frontier orbital gap (spin up / spin down) (eV): 8.277 / 8.277

Structure (ORCA input):
```
! wB97M-V def2-TZVPD RIJCOSX def2/J DEFGRID3
* xyz 0 1
C 2.98205 -0.06562 -0.21830
C 1.67060 -0.85408 -0.27288
C 0.57109 -0.16167 0.47301
N -0.60908 -0.04844 -0.03224
C -1.46125 -0.07303 -1.08053
C -1.92937 0.50769 0.20993
C -2.83253 -0.18195 1.20765
H 3.30503 0.09191 0.81752
H 2.86407 0.91757 -0.68597
H 3.78306 -0.59829 -0.74107
H 1.34803 -0.98415 -1.31462
H 1.83306 -1.86250 0.13370
H 0.65579 1.88309 -1.34336
H 0.74638 0.29552 1.44388
H -1.78412 -0.99071 -1.55905
H 0.04804 1.57681 -1.66892
H -1.94018 1.60057 0.28406
H -3.86437 0.11599 0.98934
H -2.76892 -1.27095 1.11361
H -2.61738 0.10223 2.24424
*
```

***

z:
Density functional theory data (ωB97M-V with the def2-TZVPD basis set) for an isolated molecule of C6H13N.

Values from the calculation:
M (g/mol): 99.177
LUMO energy (eV): 1.13
Structure (SMILES): C/C=N\CCCC
E_HOMO (Eh): -0.3385
Frontier orbital gap (eV): 10.343

Structure (ORCA input):
```
! wB97M-V def2-TZVPD RIJCOSX def2/J DEFGRID3
* xyz 0 1
C -2.12721 -1.24224 1.45926
C -1.17517 -0.49329 0.51329
C 0.05777 -1.35626 0.17418
N 1.68193 0.34844 0.14139
C 1.21831 -0.75627 -0.66146
C 1.50842 1.56420 -0.15181
C 0.95056 2.25597 -1.36658
H -1.64392 -1.47803 2.41601
H -2.46590 -2.18928 1.02225
H -3.02140 -0.65004 1.68766
H -1.72859 -0.20382 -0.39034
H -0.87353 0.44136 1.00555
H -0.28442 -2.30902 -0.24693
H 0.54153 -1.58183 1.13249
H 1.03046 -0.52685 -1.72829
H 2.04426 -1.48234 -0.66045
H 1.83637 2.24631 0.63606
H 1.72107 2.93718 -1.74689
H 0.62835 1.60089 -2.17975
H 0.10111 2.87492 -1.05564
*
```

***

We find z to be the most stable, with the next structure 37.6 kcal/mol higher.

***

w:
Density functional theory data (ωB97M-V with the def2-TZVPD basis set) for a cluster of 2 separate species, C2H4N2OS in total.

Values from the calculation:
M (g/mol): 104.134
LUMO energy (eV): 0.77
E_HOMO (Eh): -0.3043
Frontier orbital gap (eV): 9.050

Structure (ORCA input):
```
! wB97M-V def2-TZVPD RIJCOSX def2/J DEFGRID3
* xyz 0 1
C -0.22965 -0.04863 0.13134
C 2.09644 0.45815 0.01384
N -1.04217 0.97313 0.10168
N -0.78945 -1.16348 -0.00423
O 1.87964 1.59317 0.02816
S 2.73087 -0.95722 0.07090
H -0.56991 1.80301 0.01100
H -2.01459 0.88432 -0.26495
H -0.32379 -2.09503 0.13221
H -1.73740 -1.44742 -0.21995
*
```

***

x:
Density functional theory data (ωB97M-V with the def2-TZVPD basis set) for an isolated molecule of C2H4N2OS.

Values from the calculation:
M (g/mol): 104.134
LUMO energy (eV): -0.06
Structure (SMILES): N/N=C/C(O)=S
E_HOMO (Eh): -0.3199
Frontier orbital gap (eV): 8.646

Structure (ORCA input):
```
! wB97M-V def2-TZVPD RIJCOSX def2/J DEFGRID3
* xyz 0 1
C -0.57254 -0.72846 0.08366
C 0.69384 0.23554 -0.08505
H -3.05109 -1.25254 0.30166
H -3.47588 0.46251 0.11966
H -0.50397 -1.83665 0.56794
H -0.72784 1.63679 -0.11963
N -2.86347 -0.32445 -0.04324
N -1.49807 0.08693 -0.18893
O 0.28679 1.52476 0.15354
S 2.20421 -0.41175 -0.02902
*
```

***

y:
Density functional theory data (ωB97M-V with the def2-TZVPD basis set) for a cluster of 2 separate species, C2H4N2OS in total.

Values from the calculation:
M (g/mol): 104.134
LUMO energy (eV): -0.08
E_HOMO (Eh): -0.3362
Frontier orbital gap (eV): 9.071

Structure (ORCA input):
```
! wB97M-V def2-TZVPD RIJCOSX def2/J DEFGRID3
* xyz 0 1
C 1.46866 0.07758 0.17700
C 2.67103 0.50681 0.32840
N 0.29262 -0.16124 0.17204
N -2.60632 -1.23767 0.02612
O -2.63264 1.22355 -0.58265
S -2.33558 0.20511 0.35726
H 3.08884 1.29269 -0.41149
H 3.18497 0.27117 1.26949
H -0.24701 -0.78937 -0.39199
H -2.88458 -1.38864 -0.94418
*
```

***

We find w to be the most stable, with the next structure 35.3 kcal/mol higher.

***

w:
Density functional theory data (ωB97M-V with the def2-TZVPD basis set) for an isolated molecule of C6H13NS.

Values from the calculation:
M (g/mol): 131.244
LUMO energy (eV): 0.10
Structure (SMILES): CC(=S)[C@@H](C)N(C)C
E_HOMO (Eh): -0.2988
Frontier orbital gap (eV): 8.226

Structure (ORCA input):
```
! wB97M-V def2-TZVPD RIJCOSX def2/J DEFGRID3
* xyz 0 1
C 0.23484 -1.38560 1.60334
C 0.33187 -0.03625 0.90425
C 1.66516 -0.89350 -1.00651
C 1.80885 1.41059 -0.38710
C -0.97240 0.32316 0.15361
C -1.50794 1.69854 0.44528
H -0.00774 -2.17468 0.89050
H -0.53593 -1.40904 2.40600
H 1.17975 -1.62621 2.08047
H 0.46110 0.73229 1.68785
H 2.70766 -0.83050 -1.37052
H 1.47664 -1.89630 -0.61989
H 0.99140 -0.69690 -1.84922
H 1.75294 2.10084 0.46647
H 2.82395 1.47946 -0.76765
H 1.11204 1.76862 -1.16491
H -2.39024 1.94613 -0.13245
H -1.69672 1.79165 1.53090
H -0.73593 2.47113 0.22387
N 1.51980 0.06916 0.06968
S -1.69624 -0.67764 -0.88415
*
```

***

x:
Density functional theory data (ωB97M-V with the def2-TZVPD basis set) for an isolated molecule of C6H13NS.

Values from the calculation:
M (g/mol): 131.244
LUMO energy (eV): 0.83
Structure (SMILES): CC(C)=C(CN)CS
E_HOMO (Eh): -0.3179
Frontier orbital gap (eV): 9.483

Structure (ORCA input):
```
! wB97M-V def2-TZVPD RIJCOSX def2/J DEFGRID3
* xyz 0 1
C 1.83632 -0.21120 1.15005
C 0.94754 0.07335 -0.03777
C 1.40156 0.62115 -1.31606
C -0.33742 -0.16365 0.12349
C -1.13093 -0.06324 -1.01585
C -1.04011 -0.41356 1.42675
H 2.73030 -0.65684 0.68650
H 1.65665 -1.09081 2.02938
H 2.09685 0.79095 1.67434
H 0.58647 1.56914 -1.57942
H 1.46125 -0.15116 -2.04963
H 2.29494 1.23825 -0.95626
H -0.60068 -0.42737 -1.87922
H -2.01619 -0.64205 -0.98794
H -2.29542 1.20273 -1.95407
H -1.53061 1.77898 -0.41123
H -0.68200 0.14852 2.43401
H -2.10672 0.11083 1.12007
H -0.35482 -2.80584 1.02794
N -1.52455 1.26109 -1.28669
S -1.39242 -2.16927 1.80160
*
```

***

We find w to be the most stable, with the next structure 65.4 kcal/mol higher.

***

w:
Density functional theory data (ωB97M-V with the def2-TZVPD basis set) for the ion C6H14N3 with charge +1.

Values from the calculation:
M (g/mol): 128.199
LUMO energy (eV): -3.65
Structure (SMILES): CN/C(C)=C/C=[N+](/C)N
E_HOMO (Eh): -0.4556
Frontier orbital gap (eV): 8.752

Structure (ORCA input):
```
! wB97M-V def2-TZVPD RIJCOSX def2/J DEFGRID3
* xyz 1 1
C 0.48174 -0.71591 0.18939
C -0.90638 -0.85000 0.13170
C 1.33768 0.43548 0.19643
C 0.99707 1.88356 0.41225
C 3.33292 -1.07723 -0.33470
C -3.40337 -0.83675 0.02965
N -2.08541 1.22097 -0.28066
N 2.61797 0.13091 -0.03355
N -2.04958 -0.16064 -0.05852
H 1.05299 -1.72180 0.37136
H -1.16929 -1.95813 0.17798
H 1.14784 2.02458 1.42804
H -0.05551 2.02933 0.24897
H -2.84175 1.59404 0.34640
H 4.31671 -0.84518 -0.36025
H 3.14579 -1.75192 0.38489
H 2.96803 -1.42201 -1.30399
H -3.54238 -1.87264 -0.34583
H -3.68585 -0.70740 1.05676
H -4.04391 -0.45747 -0.76985
H -2.37043 1.60147 -1.25812
H 3.37053 0.82470 0.02422
H 1.38460 2.63204 -0.25256
*
```

***

x:
Density functional theory data (ωB97M-V with the def2-TZVPD basis set) for the ion C6H14N3 with charge +1.

Values from the calculation:
M (g/mol): 128.199
LUMO energy (eV): -2.67
Structure (SMILES): CC1=C(N)[N@H+](C)[C@@H](N)C1
E_HOMO (Eh): -0.4581
Frontier orbital gap (eV): 9.796

Structure (ORCA input):
```
! wB97M-V def2-TZVPD RIJCOSX def2/J DEFGRID3
* xyz 1 1
C -1.06392 0.72827 -0.05207
C -0.73818 -0.53766 -0.37208
C 0.11432 1.53928 0.40419
C 1.32873 0.64821 0.17303
C -2.38832 1.34464 0.17265
C 1.12100 -1.85530 0.58240
N -1.49449 -1.63489 -0.66634
N 2.25486 0.97354 -0.82238
N 0.79839 -0.75737 -0.25143
H 0.07173 2.49464 -0.19943
H 0.07457 1.79174 1.47304
H 1.89054 0.47704 1.09710
H -2.25453 2.10811 0.80039
H -2.98952 0.51349 0.62870
H -2.80012 1.67028 -0.77528
H 1.21544 -1.34624 1.51896
H 0.26482 -2.61727 0.60728
H 2.03440 -2.46373 0.30203
H -1.23974 -2.61568 -0.54414
H -2.44216 -1.65596 -0.11254
H 3.04108 1.39466 -0.41751
H 1.89742 1.65808 -1.58655
H 1.05570 -0.92849 -1.15674
*
```

***

We find x to be the most stable, with the next structure 23.3 kcal/mol higher.